[1]
C22H30N4O4 | ωB97M-V/def2-TZVPD

Properties
Frontier orbital gap = 7.8 eV
Lowest unoccupied orbital energy = -0.094 eV
Structure (SMILES) = Cc1ccc(OCCNc2cc(N3CCN(CCO)CC3)ccc2[N+](=O)[O-])cc1C

Geometry as ORCA input:
```
! RIJCOSX wB97M-V def2-TZVPD def2/J DEFGRID3
* xyz 0 1
C -0.941 3.235 -2.447
C -1.145 1.758 -2.319
C -1.375 1.177 -1.080
C -1.501 -0.189 -0.939
C -1.380 -1.017 -2.050
O -1.488 -2.369 -1.804
C -0.819 -3.276 -2.648
C 0.687 -3.381 -2.317
N 1.391 -2.147 -2.529
C 1.550 -1.139 -1.640
C 1.394 -1.323 -0.265
C 1.601 -0.315 0.672
N 1.461 -0.578 2.010
C 0.405 -1.422 2.523
C -0.747 -0.557 3.052
N -0.268 0.341 4.089
C -1.345 1.062 4.753
C -1.966 0.170 5.832
O -0.980 -0.314 6.705
C 0.759 1.210 3.542
C 1.909 0.336 3.034
C 2.009 0.954 0.201
C 2.149 1.171 -1.137
C 1.929 0.161 -2.085
N 2.032 0.520 -3.430
O 2.185 1.702 -3.713
O 1.957 -0.346 -4.309
C -1.200 -0.441 -3.300
C -1.087 0.934 -3.446
C -0.882 1.523 -4.806
H 0.033 3.438 -2.891
H -0.989 3.718 -1.474
H -1.698 3.679 -3.093
H -1.445 1.809 -0.206
H -1.683 -0.642 0.023
H -0.948 -3.023 -3.705
H -1.291 -4.245 -2.463
H 1.126 -4.140 -2.972
H 0.801 -3.712 -1.285
H 1.501 -1.853 -3.499
H 1.120 -2.303 0.086
H 0.021 -2.080 1.747
H 0.807 -2.030 3.341
H -1.518 -1.206 3.469
H -1.184 0.010 2.211
H -0.912 1.937 5.242
H -2.120 1.404 4.050
H -2.675 0.743 6.433
H -2.508 -0.669 5.369
H -0.224 -0.555 6.152
H 1.122 1.871 4.333
H 0.371 1.829 2.714
H 2.735 0.944 2.669
H 2.274 -0.269 3.871
H 2.173 1.772 0.881
H 2.428 2.146 -1.506
H -1.132 -1.052 -4.188
H -1.665 2.245 -5.035
H 0.073 2.046 -4.851
H -0.885 0.749 -5.569
*
```

These are the Mulliken partial charges, in e, on atoms 1 to 4: C -1.939; C 1.719; C -1.015; C -0.307

---

[2]
C22H30N4O6 | ωB97M-V/def2-TZVPD

Properties
Frontier orbital gap = 10.0 eV
Lowest unoccupied orbital energy = 0.675 eV
Structure (SMILES) = O=C(NCc1cccc(CNC(=O)C(=O)NC[C@@H]2CCCO2)c1)C(=O)NC[C@H]1CCCO1

Geometry as ORCA input:
```
! RIJCOSX wB97M-V def2-TZVPD def2/J DEFGRID3
* xyz 0 1
O 1.510 3.675 -0.038
C 1.223 2.800 -0.836
N 2.083 2.085 -1.568
C 3.517 2.164 -1.434
C 4.089 0.934 -0.776
C 5.254 0.341 -1.245
C 5.765 -0.783 -0.619
C 5.113 -1.331 0.472
C 3.950 -0.745 0.952
C 3.188 -1.339 2.111
N 2.088 -2.154 1.639
C 0.850 -1.700 1.432
O 0.450 -0.567 1.644
C -0.075 -2.812 0.923
O 0.350 -3.935 0.703
N -1.340 -2.409 0.801
C -2.423 -3.253 0.376
C -3.009 -2.806 -0.971
C -2.014 -2.873 -2.133
C -2.517 -1.756 -3.043
C -2.982 -0.724 -2.019
O -3.444 -1.455 -0.886
C 3.447 0.384 0.324
C -0.231 2.414 -1.127
O -0.508 1.511 -1.904
N -1.092 3.180 -0.460
C -2.522 3.021 -0.465
C -3.033 2.453 0.872
C -2.479 1.053 1.178
C -2.191 1.116 2.676
C -1.808 2.584 2.836
O -2.649 3.301 1.946
H 1.675 1.361 -2.146
H 3.970 2.315 -2.419
H 3.717 3.044 -0.813
H 5.765 0.762 -2.099
H 6.672 -1.237 -0.989
H 5.513 -2.212 0.953
H 3.839 -1.957 2.732
H 2.753 -0.538 2.715
H 2.254 -3.111 1.351
H -1.535 -1.429 0.969
H -3.214 -3.225 1.132
H -2.034 -4.270 0.287
H -3.886 -3.440 -1.181
H -2.007 -3.850 -2.609
H -1.010 -2.645 -1.774
H -1.748 -1.356 -3.698
H -3.356 -2.107 -3.645
H -3.807 -0.104 -2.378
H -2.148 -0.077 -1.726
H 2.542 0.838 0.701
H -0.690 3.848 0.188
H -2.783 2.339 -1.277
H -2.985 3.997 -0.637
H -4.131 2.446 0.833
H -3.185 0.275 0.896
H -1.541 0.903 0.641
H -1.384 0.450 2.971
H -3.088 0.892 3.255
H -1.977 2.980 3.839
H -0.753 2.734 2.565
*
```

These are the Mulliken partial charges, in e, on atoms 1 to 4: O -0.722; C 0.549; N -0.092; C -1.027

---

[3]
C22H31AuN3O9PS2Te | ωB97M-V/def2-TZVPD

Properties
Frontier orbital gap = 5.0 eV
Lowest unoccupied orbital energy = -2.443 eV

Geometry as ORCA input:
```
! RIJCOSX wB97M-V def2-TZVPD def2/J DEFGRID3
* xyz 0 1
Au -0.040 1.146 0.984
C -6.913 -2.834 -0.702
O -5.763 -2.665 0.121
C -4.970 -1.602 -0.080
C -5.205 -0.651 -1.112
C -4.354 0.396 -1.239
C -3.227 0.608 -0.382
C -2.472 1.788 -0.556
C -2.673 2.753 -1.689
O -1.526 2.214 0.214
C -2.981 -0.396 0.658
O -1.974 -0.359 1.438
C -3.895 -1.471 0.761
H -7.392 -3.744 -0.353
H -6.634 -2.952 -1.750
H -7.601 -1.995 -0.591
H -6.046 -0.745 -1.780
H -4.566 1.111 -2.017
H -3.642 2.721 -2.170
H -1.900 2.527 -2.432
H -2.478 3.760 -1.326
H -3.725 -2.211 1.531
C 5.115 -1.928 3.794
C 4.803 -1.520 2.375
O 3.417 -1.125 2.313
P 2.878 -0.046 1.273
O 1.433 0.119 1.834
Te 4.157 1.867 1.040
O 2.616 -0.833 -0.106
C 3.711 -1.171 -1.005
C 3.308 -0.854 -2.424
H 6.153 -2.254 3.862
H 4.474 -2.750 4.112
H 4.974 -1.085 4.470
H 4.950 -2.349 1.680
H 5.427 -0.681 2.059
H 3.918 -2.232 -0.863
H 4.591 -0.591 -0.719
H 2.390 -1.375 -2.698
H 4.095 -1.176 -3.106
H 3.160 0.218 -2.558
N -0.001 0.015 -0.775
C 0.328 0.688 -2.027
C 1.080 1.850 -2.032
C 1.418 2.420 -3.249
C 0.994 1.841 -4.439
C 0.215 0.693 -4.415
C -0.122 0.109 -3.203
S 1.501 2.569 -6.008
O 2.924 2.282 -6.034
O 0.708 1.851 -6.990
O 1.164 3.971 -5.844
H -0.902 -0.453 -0.854
H 0.706 -0.697 -0.565
H 1.401 2.307 -1.102
H 2.009 3.326 -3.289
H -0.111 0.275 -5.358
H -0.717 -0.798 -3.173
S -0.018 2.423 2.923
C -0.008 1.052 3.981
N 0.828 0.977 5.013
C 0.839 -0.377 5.576
C -0.412 -1.001 4.919
N -0.792 -0.001 3.916
H 1.607 1.611 5.085
H 0.777 -0.354 6.661
H 1.752 -0.891 5.275
H -1.224 -1.135 5.633
H -0.199 -1.954 4.441
H -1.338 -0.234 3.073
*
```

These are the Mulliken partial charges, in e, on atoms 1 to 4: Au 1.507; C -0.879; O -0.435; C 0.781

---

[4]
C22H31BIN4O6 | ωB97M-V/def2-TZVPD

Properties
Frontier orbital gap = 3.1 eV
Lowest unoccupied orbital energy = 0.427 eV

Geometry as ORCA input:
```
! RIJCOSX wB97M-V def2-TZVPD def2/J DEFGRID3
* xyz -1 1
C 1.629 -3.508 2.475
C 2.541 -2.176 2.425
B 2.275 -1.243 1.091
O 2.086 -1.814 -0.241
C 2.206 0.387 1.373
C 3.513 1.236 1.388
C 4.906 0.508 1.080
C 5.081 0.136 -0.508
C 3.971 0.847 -1.442
O 5.068 -1.304 -0.747
C 3.346 2.795 1.717
C 4.724 3.645 1.776
C 4.610 5.015 2.604
O 3.868 5.996 2.336
I 5.913 5.249 4.372
C 1.924 3.415 1.959
C 0.584 2.540 1.896
N -0.656 3.247 2.139
C -1.731 2.300 2.035
N -3.126 2.857 2.210
C -3.514 2.625 3.457
O -4.226 2.168 4.393
C -1.625 0.763 1.738
C -2.950 -0.168 1.636
C -3.331 -0.524 0.093
O -3.492 0.729 -0.622
C -2.308 -1.561 -0.610
N -2.006 -1.236 -2.045
N -0.362 0.107 1.551
C 0.762 1.017 1.620
H 1.201 -3.838 1.461
H 2.239 -4.395 2.917
H 0.722 -3.305 3.174
H 2.252 -1.542 3.353
H 3.671 -2.374 2.497
H 1.180 -2.231 -0.213
H 4.982 -0.418 1.760
H 5.829 1.162 1.337
H 6.111 0.524 -0.889
H 2.897 0.432 -1.274
H 3.962 1.992 -1.361
H 4.239 0.605 -2.546
H 4.309 -1.471 -1.361
H 5.471 2.973 2.364
H 5.198 3.765 0.725
H 1.815 4.549 2.162
H -3.836 0.239 2.238
H -2.644 -1.179 2.125
H -4.363 -1.056 0.146
H -2.583 1.044 -0.879
H -2.787 -2.620 -0.583
H -1.294 -1.663 -0.079
H -2.917 -1.029 -2.524
H -1.388 -0.406 -2.110
C -5.857 -1.010 -5.413
C -5.161 -2.291 -4.912
C -6.221 -3.240 -4.321
O -4.318 -1.949 -3.935
H -6.385 -0.481 -4.611
H -5.138 -0.314 -5.859
H -6.599 -1.253 -6.187
H -4.773 -2.797 -5.817
H -6.761 -2.789 -3.480
H -5.768 -4.174 -3.969
H -6.967 -3.507 -5.083
*
```

These are the Mulliken partial charges, in e, on atoms 1 to 4: C -0.982; C -0.258; B 0.524; O -0.825